A structure of composition C6H8ClOPS. Source: the Open Molecules 2025 dataset; level of theory: wB97M-V/def2-TZVPD.

Summary:
Largest force on an atom   5.1 eV/A
LUMO energy   -0.060 eV

XYZ file:
```
18
Properties=species:S:1:pos:R:3:nbo_charge:R:1
C 2.71 -0.59 -0.07 -0.321
C 3.52 0.40 -0.41 -0.422
C 1.41 -0.11 0.22 -0.278
C 1.13 1.20 0.16 -0.477
C -2.00 0.87 0.70 -0.618
C -1.80 0.44 -0.73 -0.685
O -2.44 -1.98 0.07 -0.997
P -1.29 -1.35 -0.90 1.119
S 2.68 1.92 -0.15 0.385
Cl 0.23 -1.42 0.51 0.172
H 3.13 -1.66 -0.09 0.229
H 4.62 0.55 -0.57 0.239
H -2.23 1.84 0.80 0.222
H -2.66 0.32 1.16 0.200
H -1.06 0.92 1.12 0.243
H -1.05 0.97 -1.16 0.255
H -2.67 0.44 -1.26 0.222
H -2.21 -2.77 0.61 0.514
```

***

A structure of composition C6H8CoLiO6. Source: the Open Molecules 2025 dataset; level of theory: wB97M-V/def2-TZVPD.

Summary:
Largest force on an atom   5.0 eV/A
LUMO energy (spin up / spin down)   -0.753 / -1.060 eV
Spin multiplicity   5

XYZ file:
```
22
Properties=species:S:1:pos:R:3:lowdin_spin:R:1
Li -1.21 0.44 2.44 0.172
O 0.20 -0.11 1.23 0.166
O -1.93 -0.40 0.60 0.012
C -2.80 0.22 -0.33 0.003
C -1.97 1.37 -0.90 0.017
O -0.63 1.06 -0.55 0.086
C -0.58 -0.22 0.13 0.022
H -3.09 -0.50 -1.11 0.000
H -3.68 0.58 0.22 0.001
H -2.24 2.33 -0.44 0.010
H -2.05 1.44 -2.00 0.001
Co 0.67 1.95 1.09 3.300
O 2.25 1.71 -0.13 0.147
O -0.10 -1.18 -0.66 0.006
C 1.21 -1.72 0.30 0.003
C 2.50 -0.92 0.16 0.003
O 2.70 -0.24 -1.07 0.014
C 2.62 1.13 -1.17 0.035
H 1.64 -2.72 0.06 0.001
H 0.52 -2.35 0.88 0.001
H 3.34 -1.63 0.26 0.000
H 2.62 -0.24 1.01 0.001
```

***

A structure of composition C6H8CuMgO6. Source: the Open Molecules 2025 dataset; level of theory: wB97M-V/def2-TZVPD.

Summary:
Largest force on an atom   1.7 eV/A
LUMO energy (spin up / spin down)   -0.353 / -1.118 eV
Spin multiplicity   2

XYZ file:
```
22
Properties=species:S:1:pos:R:3:lowdin_spin:R:1
O 2.26 0.50 -0.40 0.001
C 1.02 0.75 -0.91 0.002
C 2.61 -0.90 -0.50 0.000
O 0.12 0.04 -0.07 0.006
O 1.18 -0.38 -2.28 0.002
C 2.12 -1.34 -1.88 0.000
H 2.10 -1.47 0.29 0.000
H 3.70 -0.96 -0.40 0.000
H 1.72 -2.37 -1.81 0.000
H 2.95 -1.35 -2.60 0.000
O -1.30 1.75 0.57 0.007
C -1.20 0.51 -0.05 0.019
C -1.23 1.53 1.97 0.002
O -1.79 0.47 -1.23 0.125
O -1.91 -0.38 0.84 0.112
C -1.98 0.20 2.14 0.010
H -1.71 2.36 2.48 0.000
H -0.18 1.44 2.29 0.000
H -3.04 0.35 2.40 0.005
H -1.51 -0.47 2.87 0.000
Cu -0.55 0.39 -2.95 0.028
Mg -3.36 -0.68 -0.76 0.679
```

***

A structure of composition C6H8CuO6. Source: the Open Molecules 2025 dataset; level of theory: wB97M-V/def2-TZVPD.

Summary:
Largest force on an atom   2.3 eV/A
LUMO energy (spin up / spin down)   -1.901 / -1.904 eV
Spin multiplicity   2

XYZ file:
```
21
Properties=species:S:1:pos:R:3:lowdin_spin:R:1
O -2.54 1.58 3.96 0.000
C -1.43 1.13 3.56 0.001
O -0.76 0.30 4.21 0.000
O -0.99 1.61 2.39 0.006
C 0.29 1.17 1.93 0.060
C 0.60 1.85 0.63 0.428
H 0.28 0.07 1.81 0.009
H 1.05 1.40 2.69 0.015
H 0.87 1.16 -0.18 0.016
H -0.18 2.51 0.25 0.016
Cu -2.45 0.38 5.97 0.000
O 3.26 4.27 -1.07 0.059
C 4.57 4.42 -1.29 0.007
C 3.02 3.90 0.26 0.321
O 5.04 4.82 -2.31 0.008
O 5.27 4.06 -0.22 0.004
C 4.40 3.63 0.83 0.033
H 1.86 2.86 0.47 -0.008
H 2.44 4.68 0.77 0.010
H 4.62 4.22 1.74 0.005
H 4.59 2.57 1.04 0.008
```

***

An isolated molecule of C6H8F2. Source: the Open Molecules 2025 dataset; level of theory: wB97M-V/def2-TZVPD.

Summary:
Largest force on an atom   2.4 eV/A
LUMO energy   0.972 eV
Structure (SMILES)   C[C@H](F)/C=C\C=C/F

XYZ file:
```
16
Properties=species:S:1:pos:R:3:nbo_charge:R:1
C 0.40 0.60 2.34 -0.630
C 0.20 0.53 0.83 0.160
C 0.76 -0.67 0.15 -0.215
C 0.32 -1.29 -0.93 -0.202
C -0.78 -0.85 -1.88 -0.330
C -0.93 0.47 -2.15 0.256
H 0.12 1.61 2.66 0.224
H -0.16 -0.22 2.80 0.219
H 1.45 0.33 2.54 0.211
H 0.59 1.47 0.35 0.192
H 1.63 -1.14 0.65 0.209
H 0.76 -2.27 -1.22 0.211
H -1.30 -1.61 -2.45 0.233
H -1.76 1.05 -2.72 0.190
F -1.16 0.57 0.59 -0.372
F -0.13 1.42 -1.56 -0.355
```

***

An isolated molecule of C6H8FN. Source: the Open Molecules 2025 dataset; level of theory: wB97M-V/def2-TZVPD.

Summary:
Largest force on an atom   4.9 eV/A
LUMO energy   0.974 eV
Structure (SMILES)   FCCc1cc[nH]c1

XYZ file:
```
16
Properties=species:S:1:pos:R:3:nbo_charge:R:1
C -1.48 -1.37 -0.73 0.068
C 0.01 -1.53 -0.38 -0.441
C 0.55 -0.24 0.21 -0.158
C 1.50 0.44 -0.66 -0.263
C 1.71 1.83 -0.32 -0.099
C 0.04 0.72 1.01 -0.024
H -1.41 -0.28 -1.30 0.155
H -1.94 -2.29 -1.27 0.167
H 0.31 -1.67 -1.33 0.215
H 0.30 -2.76 -0.10 0.205
H 1.95 0.19 -1.67 0.226
H 2.33 2.75 -0.95 0.253
H 0.80 2.55 1.80 0.405
H -0.52 0.40 1.99 0.231
N 0.57 2.04 0.71 -0.583
F -2.20 -1.36 0.34 -0.356
```

***

The ion C6H8I2NO2 with charge +1. Source: the Open Molecules 2025 dataset; level of theory: wB97M-V/def2-TZVPD.

Summary:
Net charge   +1
Largest force on an atom   5.7 eV/A
LUMO energy   -4.065 eV
Structure (SMILES)   O=C1O[C@H](I)[C@H]2[NH2+][C@H](I)C[C@@H]12

XYZ file:
```
19
Properties=species:S:1:pos:R:3:nbo_charge:R:1
C 0.52 1.35 1.29 0.792
C -0.70 -0.90 1.31 -0.468
C -0.54 0.52 0.62 -0.403
C -0.16 0.26 -0.82 -0.057
C -0.32 -1.89 0.23 -0.151
C 0.95 1.72 -0.98 0.029
N 0.50 -1.11 -0.79 -0.562
O 0.64 1.55 2.43 -0.464
O 1.37 1.88 0.31 -0.508
I -1.87 -2.80 -0.93 0.228
I -0.34 3.31 -1.78 0.142
H -0.15 -0.74 2.29 0.291
H -1.73 -1.21 1.46 0.263
H -1.35 1.22 0.48 0.298
H -0.84 0.38 -1.57 0.239
H 0.36 -2.63 0.46 0.236
H 1.69 1.54 -1.67 0.200
H 0.41 -1.51 -1.68 0.441
H 1.57 -0.95 -0.67 0.453
```

***

A structure of composition C6H8IN2. Source: the Open Molecules 2025 dataset; level of theory: wB97M-V/def2-TZVPD.

Summary:
Net charge   +1
Largest force on an atom   3.8 eV/A
LUMO energy (spin up / spin down)   -4.767 / -4.766 eV

XYZ file:
```
17
Properties=species:S:1:pos:R:3:nbo_charge:R:1
C 1.20 -2.21 -0.05 -0.108
C -0.11 -1.87 -0.19 -0.269
C 2.12 -1.21 0.22 -0.202
C 1.72 0.12 0.31 0.090
C -0.50 -0.51 -0.08 0.078
C -0.07 1.86 0.25 -0.429
N 0.43 0.47 0.11 -0.313
N -3.80 1.43 -0.28 -0.903
I -2.80 -0.19 0.00 0.996
H 1.63 -3.13 -0.43 0.261
H -1.00 -2.50 -0.44 0.258
H 3.16 -1.34 0.27 0.253
H 2.36 0.94 0.40 0.234
H 0.35 2.70 -0.41 0.263
H -1.11 1.90 0.30 0.236
H 0.32 2.16 1.25 0.236
H -3.91 1.36 -1.23 0.321
```

***

An isolated molecule of C6H8INO2S. Source: the Open Molecules 2025 dataset; level of theory: wB97M-V/def2-TZVPD.

Summary:
Largest force on an atom   1.4 eV/A
LUMO energy (spin up / spin down)   -2.028 / -1.136 eV

XYZ file:
```
19
Properties=species:S:1:pos:R:3:nbo_charge:R:1
C -0.87 1.00 -0.35 -0.177
C -2.13 0.78 -0.62 -0.114
C 0.86 -0.76 -0.10 0.368
C 0.21 0.22 -1.06 -0.493
C -0.38 2.05 0.63 -0.633
C 2.28 -0.48 0.28 -0.665
N 0.29 -1.77 0.36 -0.590
O -1.93 -2.59 1.27 -0.857
O -0.96 -3.65 -0.75 -0.858
S -1.28 -2.44 -0.02 1.896
I -3.94 1.41 0.04 0.260
H -0.23 -0.34 -1.89 0.251
H 0.96 0.91 -1.45 0.226
H -1.22 2.49 1.17 0.232
H 0.14 2.84 0.08 0.223
H 0.30 1.60 1.35 0.219
H 2.46 0.59 0.39 0.224
H 2.92 -0.85 -0.52 0.245
H 2.53 -0.99 1.20 0.245
```

***

A structure of composition C6H8IrO5. Source: the Open Molecules 2025 dataset; level of theory: wB97M-V/def2-TZVPD.

Summary:
Net charge   +2
Largest force on an atom   8.3 eV/A
LUMO energy (spin up / spin down)   -7.857 / -12.463 eV
Spin multiplicity   6

XYZ file:
```
20
Properties=species:S:1:pos:R:3:lowdin_spin:R:1
Ir 2.03 -1.01 2.64 4.066
O 2.00 0.29 1.39 0.626
O 0.23 1.64 1.16 0.025
C -0.29 2.48 0.13 0.004
C 0.80 2.42 -0.94 0.004
O 1.57 1.27 -0.58 0.017
C 1.13 0.78 0.61 0.076
H -1.25 2.08 -0.22 0.001
H -0.44 3.48 0.54 0.000
H 1.45 3.30 -0.93 0.000
H 0.39 2.25 -1.95 0.001
O 0.09 -1.61 0.86 0.126
C -0.68 -2.74 0.33 0.008
C -1.37 -2.11 -0.88 0.005
O -0.77 -0.77 -0.92 0.006
C -0.01 -0.59 0.08 0.034
H 0.04 -3.53 0.10 0.000
H -1.34 -3.04 1.15 0.000
H -2.45 -1.99 -0.76 0.000
H -1.13 -2.60 -1.82 0.000
```

***

A structure of composition C6H8LiO6. Source: the Open Molecules 2025 dataset; level of theory: wB97M-V/def2-TZVPD.

Summary:
Largest force on an atom   2.4 eV/A
LUMO energy (spin up / spin down)   0.342 / -0.276 eV
Spin multiplicity   2

XYZ file:
```
21
Properties=species:S:1:pos:R:3:lowdin_spin:R:1
O 1.74 0.33 -1.15 0.136
C 2.07 1.28 -0.28 0.015
O 2.53 0.76 0.84 0.001
O 1.96 2.47 -0.50 0.015
C 1.77 -0.90 -0.53 0.632
H -0.56 -1.12 -0.71 0.014
C 2.51 -0.67 0.76 0.085
H 3.54 -1.05 0.76 0.026
H 1.98 -1.06 1.64 0.019
H 1.83 -1.84 -1.07 0.031
O -0.64 1.35 0.71 0.001
C -1.54 1.61 -0.12 0.000
C -1.59 -1.56 -0.35 0.021
O -1.59 2.69 -0.77 0.000
O -2.49 0.71 -0.41 0.000
C -2.51 -0.54 0.29 0.002
H -1.28 -2.30 0.40 0.000
H -2.08 -2.09 -1.17 0.001
H -2.24 -0.37 1.34 0.000
H -3.55 -0.87 0.24 0.001
Li 0.11 3.16 0.06 0.000
```

***

A structure of composition C6H8LiO6Rb. Source: the Open Molecules 2025 dataset; level of theory: wB97M-V/def2-TZVPD.

Summary:
Largest force on an atom   4.6 eV/A
LUMO energy   -1.392 eV

XYZ file:
```
22
Properties=species:S:1:pos:R:3:lowdin_charge:R:1
Li -2.57 -0.10 1.26 0.758
O 0.65 -0.47 0.69 -0.180
O 2.75 0.28 0.97 -0.016
C 3.76 0.84 0.16 -0.157
C 3.15 0.84 -1.25 -0.158
O 1.80 0.47 -1.07 -0.069
C 1.49 0.46 0.34 -0.709
H 4.01 1.86 0.49 0.120
H 4.65 0.21 0.23 0.119
H 3.59 0.08 -1.91 0.118
H 3.17 1.84 -1.71 0.121
Rb -1.52 -1.89 -0.51 1.155
O 1.35 2.50 1.65 0.123
O -0.29 2.20 0.24 0.009
C -0.79 1.98 -1.09 -0.139
C -2.21 1.46 -0.95 -0.383
O -2.24 0.16 -0.47 -0.797
C 0.90 1.85 0.74 -0.383
H -0.78 2.96 -1.59 0.130
H -0.13 1.30 -1.64 0.120
H -2.74 1.52 -1.92 0.110
H -2.78 2.22 -0.38 0.108
```

***

A structure of composition C6H8LiO6Y. Source: the Open Molecules 2025 dataset; level of theory: wB97M-V/def2-TZVPD.

Summary:
Net charge   +2
Largest force on an atom   4.4 eV/A
LUMO energy   -8.437 eV

XYZ file:
```
22
Properties=species:S:1:pos:R:3:nbo_charge:R:1
Y 0.13 2.72 -0.10 2.373
O -1.75 1.96 0.33 -0.856
O -1.91 -0.17 -0.19 -0.511
C 2.27 0.67 -1.15 -0.074
C 1.38 1.78 -1.65 -1.156
O -2.11 0.48 1.97 -0.736
C -1.96 0.81 0.80 1.019
H 2.76 0.08 -1.93 0.251
H 3.04 1.04 -0.46 0.209
H 0.83 1.45 -2.54 0.274
H 2.05 2.59 -1.98 0.264
Li -0.42 0.19 2.84 0.960
O 0.89 0.97 1.26 -0.846
O 1.55 -0.39 -0.41 -0.438
C -1.95 -1.52 0.15 -0.143
C -0.58 -2.12 0.33 -0.054
O 0.27 -1.13 1.24 -0.565
C 0.94 -0.14 0.69 1.056
H -2.59 -2.06 -0.55 0.267
H -0.62 -3.14 0.73 0.257
H -0.03 -2.17 -0.62 0.219
H -2.20 -1.90 1.23 0.228
```